No. 1
Molecular formula: C9H11NO3
Method: DFT, wB97M-V/def2-TZVPD

The geometry in XYZ format:
```
24
Properties=species:S:1:pos:R:3:lowdin_charge:R:1
C 1.97 0.24 0.73 -0.2234
C 0.75 0.02 1.55 -0.0862
C -0.55 -0.19 0.73 -0.2081
C -0.98 -1.37 0.10 -0.0240
C -2.21 -1.50 -0.54 -0.0802
C -3.04 -0.44 -0.66 -0.0903
C -2.59 0.80 -0.20 -0.0599
C -1.35 0.88 0.44 -0.0903
C 2.27 -1.02 -0.25 -0.4982
H 0.56 1.20 -1.17 0.0732
H 1.57 2.53 -1.47 0.1412
H 2.89 0.29 1.34 0.1664
H 0.85 -0.81 2.26 0.1340
H 0.57 0.88 2.19 0.1217
H -0.42 -2.24 0.33 0.1054
H -2.38 -2.52 -0.80 0.1041
H -4.05 -0.49 -0.97 0.0974
H -3.19 1.69 -0.22 0.0974
H -0.98 1.86 0.70 0.1137
H 2.00 0.09 -1.71 0.0679
N 1.50 1.52 -1.26 0.0652
O 1.96 1.54 0.12 -0.1321
O 2.42 -0.82 -1.52 0.1206
O 2.43 -2.12 0.25 0.0844
```

The structure (SMILES) is NO[C@@H](Cc1ccccc1)C(=O)O. As for the energy above the lowest of the compared OMol25 structures with the same formula, charge and spin: 2.779 eV. The value obtained for the total energy is -629.95620 hartree. For the HOMO energy, the calculation gives -9.56 eV. The value obtained for the maximum force is 0.0456 Eh/bohr. The spin multiplicity is 1.



No. 2
Molecular formula: C9H11NO5
Method: DFT, wB97M-V/def2-TZVPD

The geometry in XYZ format:
```
26
Properties=species:S:1:pos:R:3:lowdin_charge:R:1
C 0.93 -0.66 3.34 -0.0739
C -0.43 -0.68 2.99 -0.0634
C 1.86 -0.59 2.37 -0.0905
C -0.78 -0.79 1.69 -0.0301
C 1.52 -0.76 1.01 -0.0043
C 0.18 -0.73 0.67 -0.1318
C -1.18 0.75 -2.80 -0.1676
C -0.91 0.63 -1.25 -0.2660
C -0.17 -0.75 -0.82 -0.3267
N -1.08 -1.88 -1.10 -0.3456
O -2.13 -1.76 -0.55 0.1076
O -0.63 -2.78 -1.72 0.1326
O -1.71 2.03 -3.01 -0.0312
O -0.20 1.60 -0.61 0.0475
O 1.00 -0.91 -1.59 -0.0008
H 1.40 -0.59 4.37 0.1261
H -1.25 -0.78 3.61 0.0819
H 2.81 -0.53 2.79 0.0846
H -1.87 -0.82 1.36 0.1397
H 2.44 -0.78 0.43 0.1241
H -1.74 -0.07 -3.07 0.0877
H -0.12 0.69 -3.31 0.1676
H -1.78 0.63 -0.70 0.1186
H -2.25 2.31 -2.28 0.0845
H 0.70 1.39 -0.53 0.0745
H 1.18 -1.89 -1.82 0.1549
```

The structure (SMILES) is O=[N+]([O-])[C@](O)(c1ccccc1)[C@@H](O)CO. As for the energy above the lowest of the compared OMol25 structures with the same formula, charge and spin: 5.376 eV. The value obtained for the total energy is -780.33934 hartree. For the HOMO energy, the calculation gives -9.78 eV. The value obtained for the maximum force is 0.1093 Eh/bohr. The spin multiplicity is 1.



No. 3
Molecular formula: C9H11O2
Method: DFT, wB97M-V/def2-TZVPD

The geometry in XYZ format:
```
22
Properties=species:S:1:pos:R:3:lowdin_charge:R:1
C -0.05 -2.93 -0.06 -0.0570
C -1.00 0.72 -0.06 -0.0605
C -2.38 0.62 -0.30 -0.1002
C -0.27 -0.42 0.17 -0.0363
C -0.89 -1.66 0.05 -0.2882
C -3.01 -0.60 -0.25 -0.1227
C -2.27 -1.78 -0.08 -0.0827
H -0.60 1.72 -0.16 0.0797
H -2.92 1.51 -0.63 0.0960
H 0.75 -0.38 0.54 0.0979
H -4.08 -0.67 -0.38 0.0873
H 1.00 -2.65 0.00 0.0690
H -0.18 -3.33 -1.05 0.0720
H -2.85 -2.63 0.26 0.0996
H -0.30 -3.60 0.75 0.0656
C 3.05 1.91 0.55 -0.0590
C 2.19 2.91 -0.23 -0.7883
O 1.27 2.40 -0.92 -0.1178
O 2.52 4.12 -0.17 -0.0974
H 2.56 0.94 0.70 0.0306
H 3.63 2.23 1.42 0.0532
H 3.83 1.58 -0.16 0.0592
```

As for the energy above the lowest of the compared OMol25 structures with the same formula, charge and spin: 0.770 eV. The value obtained for the total energy is -500.06424 hartree. For the HOMO energy, the calculation gives -4.07 eV. The value obtained for the maximum force is 0.0361 Eh/bohr. The net charge is -1. The spin multiplicity is 1.